Here is a molecular structure, C17H18BN8O2RhS5 from OMol25. Energies are from wB97M-V/def2-TZVPD.

Geometry as XYZ:
```
52
Properties=species:S:1:pos:R:3:forces:R:3
Rh -0.26185 -0.52881 0.71922 -0.028 -0.816 -0.267
C 0.43465 3.21124 2.47129 -0.028 0.023 -0.032
C -0.11555 1.93761 2.53368 -0.147 -0.042 0.023
N -0.13737 1.39417 1.31743 -0.139 -0.060 -0.145
N 0.37428 2.29986 0.45443 0.090 0.055 0.004
C 0.74498 3.39253 1.13855 -0.029 0.036 0.047
B 0.59728 1.94676 -1.04670 -0.023 -0.080 0.019
N 1.71845 0.88486 -1.07408 -0.076 -0.030 -0.049
C 2.91321 0.78614 -1.67834 -0.018 -0.021 0.001
C 3.46846 -0.43445 -1.34665 0.013 -0.007 -0.008
C 2.52862 -1.04520 -0.52185 -0.006 0.060 0.021
N 1.47932 -0.24329 -0.37039 0.167 0.122 0.479
N -0.69805 1.26824 -1.56825 -0.121 0.100 0.028
C -1.46491 1.61673 -2.61412 0.026 -0.037 0.007
C -2.52573 0.73717 -2.68727 0.002 -0.008 -0.006
C -2.33256 -0.14049 -1.62318 -0.013 -0.046 -0.040
N -1.22938 0.19471 -0.96016 0.238 -0.268 0.013
N 0.86681 3.17406 -1.86807 0.110 0.002 0.045
C 0.25663 4.39038 -1.80643 -0.093 -0.028 -0.046
C 0.60810 5.09401 -2.92610 -0.013 0.001 0.009
C 1.43838 4.21079 -3.64469 0.009 -0.012 0.001
N 1.58087 3.05981 -3.01761 0.023 0.034 0.003
H 0.57722 3.90240 3.28206 0.010 0.010 -0.009
H -0.50746 1.40729 3.38411 0.042 -0.081 -0.008
H 1.20259 4.22547 0.63374 -0.005 0.001 0.013
H 3.25420 1.57739 -2.32073 0.017 0.003 0.004
H 4.41669 -0.82819 -1.66533 0.002 0.008 -0.003
H 2.54801 -2.00565 -0.03756 -0.009 -0.019 0.006
H -1.19680 2.45686 -3.23282 -0.007 -0.001 -0.009
H -3.32374 0.72768 -3.40742 0.001 0.010 -0.002
H -2.93316 -0.98223 -1.32002 0.029 -0.007 0.049
H -0.40475 4.65337 -0.99757 0.018 0.002 0.011
H 0.31280 6.09450 -3.18863 0.003 0.000 -0.003
H 1.93485 4.37063 -4.58835 0.001 0.000 0.001
O -2.64714 -3.39052 6.41940 -0.003 -0.004 0.005
C -2.23425 -2.87037 5.43797 0.001 0.003 -0.005
S -3.27536 -2.40555 4.05353 -0.016 -0.013 0.008
C -2.00669 -1.76189 3.07397 0.189 0.028 -0.052
C -0.70715 -1.78816 3.59812 -0.076 0.000 -0.020
S 0.65575 -1.23810 2.76301 0.246 0.034 -0.208
S -0.50947 -2.46144 5.18324 -0.013 0.008 0.010
S -2.33672 -1.18514 1.51796 -0.194 0.502 0.360
C -1.52470 -4.61977 -0.48891 -0.003 0.007 0.001
S -0.55646 -3.82747 0.78113 -0.008 -0.003 0.106
C 0.83758 -4.93675 0.81565 -0.004 -0.013 0.002
O 0.01588 -2.58644 0.09658 -0.160 0.542 -0.366
H -1.82118 -5.60782 -0.13745 -0.004 0.004 0.002
H -0.93239 -4.68503 -1.40018 0.006 0.006 0.003
H -2.40761 -4.00399 -0.64801 -0.006 -0.010 0.003
H 0.50960 -5.89189 1.22502 0.000 -0.004 -0.009
H 1.57766 -4.48921 1.47658 -0.003 -0.009 0.007
H 1.23755 -5.05681 -0.18984 0.003 0.021 -0.002
```
Positions in Å, forces in eV/Å.

Output
Relative energy (zero: lowest compared OMol25 entry of this formula, charge and spin) (kJ/mol): 31.96
Charge: +1
HOMO-LUMO gap (alpha / beta) (eV): 7.898 / 6.560
Energy (eV): -91795.74338
Spin multiplicity: 2

Atom charges from the natural (NBO) analysis, given in e for atoms 1 to 4: atom 1 (Rh): 0.782, atom 2 (C): -0.319, atom 3 (C): 0.002, atom 4 (N): -0.229

Here is a gas-phase ion, C11H19N2 (charge +1) in a non-equilibrium geometry from OMol25. Energies are from wB97M-V/def2-TZVPD.

Geometry as XYZ:
```
32
Properties=species:S:1:pos:R:3:forces:R:3
C -1.04043 2.27245 -0.18461 1.804 -0.338 -2.612
C -0.78133 0.97261 0.22726 1.461 -0.751 2.743
C 0.44009 0.65817 -0.31496 -0.210 -4.639 2.070
C -0.07436 2.49104 -1.16027 -0.798 3.356 -1.008
C -1.43462 0.20469 1.35124 1.172 -1.308 -1.193
C 1.17422 -1.62404 0.36331 -5.044 2.341 -2.402
C -0.57594 -0.94277 1.96450 -1.036 -1.329 -2.564
C -0.00518 3.70427 -2.05048 2.826 -0.522 -1.670
C 2.16940 1.40890 -1.90427 -1.798 0.188 4.128
C 0.10927 -3.40962 1.73335 5.192 2.167 -3.167
C -1.23163 -2.13980 0.04171 1.964 -2.317 -3.463
N 0.84304 1.50177 -1.25179 0.687 -0.721 -0.184
N -0.06820 -2.09980 0.96745 -2.143 2.765 1.669
H -1.75008 3.02275 -0.02243 -1.261 0.446 0.617
H -1.51371 0.76171 2.26012 -0.888 0.979 0.277
H -2.34686 -0.09076 0.83677 -0.634 -0.366 1.312
H 1.21106 -2.04902 -0.58302 1.485 -0.673 -1.466
H 1.80430 -1.26208 1.05121 2.965 0.646 1.914
H 0.31181 -0.50606 2.29129 1.268 0.482 1.381
H -1.13876 -1.60820 2.58480 -0.369 0.584 1.284
H -0.62842 3.69554 -2.94281 -0.234 -0.504 0.047
H -0.15927 4.65336 -1.62497 -0.544 0.935 1.257
H 1.06649 3.84358 -2.46768 -1.554 -0.392 0.567
H 2.19195 2.07930 -2.62343 0.150 2.832 -3.805
H 2.89152 1.71336 -1.18458 0.761 0.023 0.647
H 2.32481 0.44878 -2.20665 0.407 -2.522 -0.990
H 0.82266 -3.14292 2.56037 -0.201 -0.790 -1.076
H -0.72632 -3.70589 2.16807 -4.115 -1.350 1.504
H 0.47541 -4.07742 0.87465 -0.253 0.363 1.980
H -1.24536 -1.23513 -0.65298 -0.178 -1.252 1.356
H -0.98201 -3.04649 -0.59661 -0.337 1.058 0.082
H -2.13355 -2.49230 0.49543 -0.547 0.611 0.766
```
Positions in Å, forces in eV/Å.

Output
Relative energy (zero: lowest compared OMol25 entry of this formula, charge and spin) (kJ/mol): 687.40
Charge: +1
HOMO-LUMO gap (alpha / beta) (eV): 7.049 / 7.060
Energy (eV): -14682.42320
Spin multiplicity: 1

Atom charges from the natural (NBO) analysis, given in e for atoms 1 to 4: atom 1 (C): -0.293, atom 2 (C): -0.216, atom 3 (C): 0.269, atom 4 (C): 0.171